The following is a DFT calculation (ωB97M-V/def2-TZVPD) of C20H37Cl2N4ORuSSi2 as an isolated structure.

Results
orbital gap (spin up / spin down)	3.248 / 5.602	eV
lowest unoccupied orbital energy (spin up / spin down)	4.40 / 4.39	eV
2S+1	6
relative energy (zero: lowest compared OMol25 entry of this formula, charge and spin)	101.12	kJ/mol
<S²>	8.805
total charge	-2
E_HOMO (spin up / spin down)	1.2 / -1.2	eV

Element x y z (Å)
Ru 0.2043 0.0816 -0.1941
N -0.9370 -0.4356 4.1202
C -0.7720 -0.1689 2.7403
S 0.0397 -1.4372 1.8197
N -1.2566 0.9143 2.2699
N -1.1529 1.1203 0.9202
C -1.7795 2.2395 0.4845
C -2.0899 2.5654 -0.8439
C -2.7127 3.8106 -1.1319
C -3.0852 4.1804 -2.4083
C -2.8835 3.3003 -3.4716
C -2.2784 2.0676 -3.2335
C -1.8534 1.6622 -1.9573
O -1.3090 0.4861 -1.8104
H -0.2341 -1.0839 4.4401
H -0.9238 0.4167 4.6629
H -2.1097 2.9223 1.2670
H -2.9018 4.4871 -0.3025
H -3.5509 5.1464 -2.5802
H -3.1960 3.5691 -4.4758
H -2.1110 1.3710 -4.0482
Cl -1.9879 -2.1332 -0.9945
C -2.4023 -3.2096 0.3492
Cl -3.8013 -4.2423 -0.0279
H -2.6514 -2.6108 1.2149
H -1.5609 -3.8573 0.5590
C 1.2579 1.4098 -3.4026
Si 2.0225 2.3695 -1.9433
C 3.8917 2.3554 -2.3697
C 1.4701 4.1800 -2.2264
C 1.6320 1.9322 -0.1695
Si 2.8910 1.9253 1.1844
C 3.1914 0.2898 2.1151
C 2.3711 3.1699 2.5431
C 4.6630 2.5292 0.7792
H 2.0110 1.0701 -4.1203
H 0.5149 2.0100 -3.9315
H 0.7479 0.5297 -3.0182
H 4.0267 2.4664 -3.4486
H 4.3552 1.4123 -2.0689
H 4.4307 3.1698 -1.8796
H 1.7828 4.5474 -3.2090
H 1.8841 4.8498 -1.4672
H 0.3790 4.2436 -2.1773
H 0.8146 2.5918 0.1481
H 2.2708 -0.2932 2.1255
H 3.5168 0.4374 3.1493
H 3.9475 -0.3241 1.6146
H 1.4328 2.8622 3.0126
H 2.2120 4.1628 2.1132
H 3.1308 3.2606 3.3252
H 5.1481 1.9073 0.0234
H 5.2822 2.5126 1.6803
H 4.6527 3.5548 0.4002
C 1.5382 -2.7339 -2.8694
C 2.1030 -2.1239 -1.5631
C 3.5913 -1.7842 -1.8289
C 2.0627 -3.2005 -0.4564
N 1.3830 -0.9832 -1.1900
H 2.0937 -3.6360 -3.1454
H 1.6221 -1.9990 -3.6719
H 0.4844 -2.9854 -2.7419
H 4.1369 -2.6809 -2.1381
H 4.0454 -1.3803 -0.9217
H 3.6637 -1.0313 -2.6156
H 2.6710 -4.0667 -0.7325
H 1.0331 -3.5201 -0.2841
H 2.4390 -2.7669 0.4719

Atomic forces in eV per Å
0.9 0.1 -0.2
-0.1 -0.1 0.1
0.0 -0.1 -0.2
-0.1 0.4 -0.4
0.0 0.2 0.5
-0.1 -0.2 -0.1
-0.1 0.1 0.2
0.1 -0.1 -0.1
0.1 0.0 0.0
-0.1 0.1 0.0
0.0 0.0 0.0
0.0 0.0 0.1
-0.2 0.1 -0.1
0.6 -0.2 0.4
0.1 0.1 0.0
0.0 0.0 0.0
0.0 0.0 0.0
0.0 0.0 0.0
0.0 0.0 0.0
0.0 0.0 0.0
0.0 0.0 0.0
-0.4 -0.4 0.2
0.4 0.4 -0.3
-0.3 -0.3 0.0
0.0 0.1 0.0
0.0 0.0 0.0
0.0 -0.1 0.3
0.1 0.5 -0.2
-0.1 0.0 0.2
0.1 -0.2 0.1
-0.3 -0.7 -0.4
0.1 0.2 0.6
-0.1 0.1 -0.3
-0.1 -0.2 -0.2
-0.2 -0.1 -0.3
0.1 0.1 0.0
0.0 0.1 0.0
-0.1 -0.1 -0.1
-0.1 0.0 0.0
0.0 0.0 0.0
0.0 -0.1 0.0
0.0 0.0 0.0
0.0 0.0 0.0
0.0 0.0 0.0
0.2 0.2 0.0
0.0 0.0 0.1
0.0 0.2 0.0
0.0 0.0 -0.1
0.0 0.0 0.0
0.0 0.0 0.0
0.1 -0.1 0.0
0.0 0.0 0.1
-0.1 -0.1 0.1
0.0 0.0 0.0
-0.1 0.2 0.2
0.5 -0.8 -0.3
-0.2 0.1 0.1
-0.1 0.3 0.0
-0.5 0.5 0.3
0.0 0.0 0.0
0.0 0.0 0.0
0.0 0.0 0.0
0.1 0.0 0.0
0.0 0.0 0.0
0.0 0.0 0.0
0.0 0.0 0.0
0.0 0.0 0.0
0.0 -0.1 0.0